Entry 1:
Below is C4H3NS as an isolated structure at a distorted geometry, with properties calculated with ωB97M-V/def2-TZVPD.

The calculation puts the HOMO-LUMO gap at 8.16 eV. The HOMO energy is -8.15 eV.

Element x y z (Å)
1 S 0.978 -2.172 -0.675
2 N -0.533 2.264 1.564
3 C -0.458 0.809 -0.545
4 C -0.521 1.642 0.602
5 C 0.426 -0.700 0.209
6 C 0.916 -1.462 1.100
7 H 0.220 1.134 -1.322
8 H -1.402 0.401 -0.876
9 H 1.230 -1.806 2.049

Atom charges from the Löwdin analysis, given in e for atoms 1 to 6: 0.666, 0.159, -0.022, -0.299, -0.501, -0.262

Entry 2:
Below is one molecule with the formula C3H6OS2 at a distorted geometry, with properties calculated with ωB97M-V/def2-TZVPD.

The calculation puts the HOMO-LUMO gap (alpha / beta) at 7.45 / 7.45 eV. The HOMO energy (alpha / beta) is -8.95 / -8.95 eV.

Element x y z (Å)
1 S 2.360 0.276 0.061
2 S 3.753 -0.997 -0.632
3 O 0.702 0.931 -0.187
4 C -1.078 -0.943 0.000
5 C -0.258 0.238 0.417
6 C -1.674 0.365 -0.069
7 H -0.882 -1.642 -0.833
8 H 2.505 1.285 -0.813
9 H -2.419 0.804 0.682
10 H -0.205 0.328 1.547
11 H -1.196 -1.708 0.774
12 H -1.607 1.063 -0.947

Atom charges from the Löwdin analysis, given in e for atoms 1 to 6: 0.507, 0.079, -0.406, -0.134, -0.519, -0.122

Entry 3:
Below is a 13-piece molecular cluster, C44H84N4O26 overall at a distorted geometry, with properties calculated with ωB97M-V/def2-TZVPD.

The calculation puts the HOMO-LUMO gap at 9.78 eV. The HOMO energy is -9.25 eV.

Element x y z (Å)
1 O 15.320 8.227 20.412
2 O 10.237 7.874 16.197
3 O 16.372 10.107 11.944
4 O 14.129 9.400 21.934
5 O 20.149 11.026 19.044
6 O 13.246 9.691 14.801
7 O 11.354 14.144 17.637
8 O 13.800 10.663 19.165
9 O 11.372 7.016 14.558
10 O 12.519 9.254 12.778
11 O 21.295 12.984 19.322
12 O 19.622 12.311 20.723
13 O 15.687 10.968 18.065
14 O 16.341 9.669 21.763
15 O 12.477 12.148 24.302
16 O 11.410 10.681 14.165
17 O 10.401 14.990 21.127
18 O 16.690 11.888 10.609
19 O 14.787 12.466 15.291
20 O 15.236 12.229 19.882
21 O 18.182 13.611 23.163
22 O 19.403 10.446 15.945
23 O 9.517 12.968 21.148
24 O 15.004 6.561 17.048
25 O 15.270 14.576 14.994
26 O 10.491 12.158 25.519
27 N 10.102 12.474 16.826
28 N 19.895 12.624 16.079
29 N 18.287 15.287 21.618
30 N 17.292 6.724 17.171
31 C 14.401 10.472 22.878
32 C 10.366 13.770 16.998
33 C 9.296 8.281 14.010
34 C 18.524 6.868 17.949
35 C 19.031 10.420 19.688
36 C 15.947 11.100 11.145
37 C 14.314 8.962 14.155
38 C 20.871 13.679 16.431
39 C 13.632 8.366 12.973
40 C 14.929 11.382 19.089
41 C 15.894 10.723 22.659
42 C 13.718 9.712 18.041
43 C 14.296 14.108 17.000
44 C 16.866 15.305 21.578
45 C 9.389 14.152 21.017
46 C 14.474 11.031 10.883
47 C 12.695 15.403 21.561
48 C 20.495 12.159 19.690
49 C 12.305 9.920 13.937
50 C 18.317 10.332 13.274
51 C 16.028 6.749 17.696
52 C 13.186 13.206 25.012
53 C 15.261 9.015 21.304
54 C 8.153 14.906 20.761
55 C 18.567 11.354 20.749
56 C 11.012 7.761 18.594
57 C 10.341 7.564 14.924
58 C 10.654 10.943 23.540
59 C 14.601 14.426 12.766
60 C 14.720 13.582 15.676
61 C 19.038 15.977 20.604
62 C 14.595 13.195 24.592
63 C 9.067 11.994 15.954
64 C 11.706 14.316 21.296
65 C 11.134 11.483 17.103
66 C 17.731 9.859 11.981
67 C 18.816 14.426 22.439
68 C 17.429 6.403 15.755
69 C 15.790 14.203 13.647
70 C 11.256 7.310 17.049
71 C 18.589 13.160 15.671
72 C 20.188 11.343 16.169
73 C 11.197 11.793 24.605
74 C 15.048 9.936 17.358
75 H 18.859 13.687 14.724
76 H 9.698 14.503 16.486
77 H 20.086 15.627 20.674
78 H 8.243 12.743 15.867
79 H 15.189 12.352 24.933
80 H 13.941 11.325 11.811
81 H 19.917 14.398 22.448
82 H 11.434 11.344 18.159
83 H 18.298 7.378 18.962
84 H 14.192 8.461 12.029
85 H 16.615 15.352 22.615
86 H 16.611 5.731 15.545
87 H 7.315 14.217 20.581
88 H 16.443 14.432 21.164
89 H 11.834 7.375 19.141
90 H 18.140 13.889 16.366
91 H 16.247 13.260 13.649
92 H 13.683 8.687 18.456
93 H 18.243 10.219 18.981
94 H 21.239 11.206 16.464
95 H 17.888 8.732 11.939
96 H 14.344 15.468 12.750
97 H 16.462 16.139 21.020
98 H 19.169 7.501 17.360
99 H 21.303 14.165 15.567
100 H 19.425 10.283 13.146
101 H 18.190 10.285 11.007
102 H 13.551 13.436 17.379
103 H 16.088 11.703 22.203
104 H 15.649 9.070 17.497
105 H 12.820 16.032 20.664
106 H 11.684 13.596 22.129
107 H 11.344 10.089 23.221
108 H 13.813 11.373 22.583
109 H 9.327 11.781 14.939
110 H 19.041 5.985 18.168
111 H 10.474 11.524 22.602
112 H 17.860 12.399 15.466
113 H 14.238 10.024 10.579
114 H 14.213 10.152 23.898
115 H 18.087 9.588 13.976
116 H 8.265 15.630 19.989
117 H 13.825 13.750 13.057
118 H 13.141 13.111 26.115
119 H 13.301 7.391 13.203
120 H 12.096 11.549 16.475
121 H 21.706 13.378 17.033
122 H 17.360 7.266 15.082
123 H 18.349 5.761 15.603
124 H 16.464 15.011 13.422
125 H 13.901 15.082 16.917
126 H 18.541 10.889 21.762
127 H 14.817 14.091 11.715
128 H 14.706 13.338 23.517
129 H 16.089 7.012 18.764
130 H 11.271 6.231 16.932
131 H 11.951 13.787 20.357
132 H 17.605 11.868 20.580
133 H 8.345 8.325 14.450
134 H 7.894 15.485 21.594
135 H 12.301 16.051 22.334
136 H 19.426 9.436 19.977
137 H 9.320 7.846 13.043
138 H 10.157 7.266 19.053
139 H 10.686 10.549 16.769
140 H 15.032 14.025 25.102
141 H 9.668 10.596 23.812
142 H 15.033 10.250 16.352
143 H 15.200 14.121 17.609
144 H 12.741 14.177 24.698
145 H 12.901 9.869 17.346
146 H 13.674 15.078 21.903
147 H 14.298 11.652 10.029
148 H 14.710 8.219 14.879
149 H 12.193 7.705 16.742
150 H 15.068 9.648 13.782
151 H 18.590 15.758 19.621
152 H 9.558 9.360 13.874
153 H 18.005 11.376 13.490
154 H 19.087 17.047 20.761
155 H 16.483 10.774 23.553
156 H 20.293 14.361 17.077
157 H 8.572 11.146 16.346
158 H 10.876 8.858 18.673

Atom charges from the Löwdin analysis, given in e for atoms 1 to 6: 0.139, -0.008, -0.047, 0.067, 0.051, 0.059

Entry 4:
Below is a 2-piece molecular cluster, C4H7NO2 overall at a distorted geometry, with properties calculated with ωB97M-V/def2-TZVPD.

The calculation puts the HOMO-LUMO gap at 10.87 eV. The HOMO energy is -10.16 eV.

Element x y z (Å)
1 O 0.250 0.421 -0.625
2 O 1.057 0.143 -3.973
3 N -0.876 -0.229 1.205
4 C -2.151 -0.185 0.513
5 C 2.480 0.211 2.058
6 C 1.483 0.168 1.361
7 C 0.279 0.125 0.559
8 H -0.830 -0.404 2.189
9 H -2.352 -1.139 -0.032
10 H 1.424 -0.746 -3.914
11 H -2.964 -0.041 1.323
12 H 3.384 0.427 2.579
13 H 0.966 0.573 -3.106
14 H -2.149 0.676 -0.135

Atom charges from the Löwdin analysis, given in e for atoms 1 to 6: 0.056, -0.075, -0.004, -0.075, 0.150, -0.018

Entry 5:
Below is C22H23N6O4PtS2 as an isolated structure, with properties calculated with ωB97M-V/def2-TZVPD.

The calculation puts the HOMO-LUMO gap at 7.19 eV. The HOMO energy is -10.51 eV. The net charge is +1.

Element x y z (Å)
1 Pt -0.967 -0.080 -0.177
2 S -0.398 1.507 -1.800
3 S -1.011 -1.994 -1.425
4 O 2.661 -0.377 1.382
5 O 2.341 -2.459 0.672
6 O 2.477 -1.359 -1.300
7 O 0.852 -1.575 2.064
8 N -0.789 1.089 -4.395
9 N 0.639 -0.398 -3.319
10 N -2.604 -2.372 0.774
11 N -1.183 1.311 1.323
12 N -2.129 -1.130 1.082
13 N -2.616 -4.003 -0.792
14 C -5.557 -0.996 4.330
15 C -2.525 -0.524 2.154
16 C 1.860 -1.416 1.449
17 C -1.279 0.930 -6.739
18 C -0.589 0.410 -5.523
19 C -4.671 -0.457 3.409
20 C -4.040 -2.823 4.713
21 C 2.691 -2.313 -0.614
22 C -5.240 -2.177 4.985
23 C 0.842 -1.140 -4.427
24 C -2.153 -2.812 -0.372
25 C -0.188 0.678 -3.291
26 C -0.765 3.305 2.549
27 C -3.160 -2.294 3.784
28 C -3.472 -1.104 3.134
29 C 1.734 -2.329 -4.304
30 C -0.600 2.505 1.430
31 C -1.950 0.836 2.337
32 C 2.371 0.654 2.349
33 C -1.544 2.833 3.591
34 C 0.217 -0.737 -5.573
35 C -2.139 1.584 3.486
36 H 3.070 1.454 2.134
37 H -5.928 -2.595 5.707
38 H -3.793 -3.744 5.222
39 H 0.001 2.820 0.588
40 H -0.895 1.925 -6.969
41 H 1.829 -2.837 -5.260
42 H -1.684 3.426 4.484
43 H 3.224 -3.211 -0.938
44 H -0.287 4.272 2.590
45 H -3.183 -4.546 -0.162
46 H 2.528 0.262 3.352
47 H 2.723 -2.025 -3.961
48 H -2.736 1.178 4.290
49 H -2.185 -4.461 -1.574
50 H -6.495 -0.496 4.533
51 H 1.342 0.993 2.241
52 H -2.230 -2.798 3.558
53 H -4.921 0.462 2.892
54 H 0.350 -1.289 -6.491
55 H -2.343 1.042 -6.528
56 H -1.138 0.282 -7.599
57 H 1.324 -3.026 -3.573
58 H 1.092 -0.660 -2.443

Atom charges from the Löwdin analysis, given in e for atoms 1 to 6: 0.703, 0.612, 0.609, 0.026, 0.130, 0.062

Entry 6:
Below is C6H10CoN3O5 as an isolated structure at a distorted geometry, with properties calculated with ωB97M-V/def2-TZVPD.

The calculation puts the HOMO-LUMO gap (alpha / beta) at 8.07 / 8.05 eV. Its expectation value of S² is 0.9325. The HOMO energy (alpha / beta) is -5.20 / -5.20 eV. The net charge is -1. Its multiplicity is 2.

Element x y z (Å)
1 Co -0.018 -0.508 -0.919
2 O 3.990 -0.785 -1.626
3 O -2.468 0.183 2.299
4 O -0.997 0.538 -2.239
5 O -2.359 2.306 -2.407
6 O 1.793 -1.208 -1.450
7 N -1.643 -0.064 0.158
8 N 0.095 -1.913 0.812
9 N 1.287 1.070 -0.079
10 C 2.849 -0.518 -1.264
11 C 2.682 0.797 -0.443
12 C -2.446 0.999 -0.403
13 C -1.906 1.340 -1.803
14 C -0.851 -1.523 1.867
15 C -1.744 -0.345 1.444
16 H -2.459 1.894 0.223
17 H -3.487 0.681 -0.528
18 H -1.520 -2.349 2.114
19 H 3.310 0.684 0.441
20 H -0.334 -1.235 2.783
21 H 3.101 1.596 -1.052
22 H -0.028 -2.871 0.519
23 H 1.059 -1.805 1.097
24 H 0.953 1.942 -0.463
25 H 1.140 1.096 0.920

Atom charges from the Löwdin analysis, given in e for atoms 1 to 6: 0.627, -0.008, -0.032, -0.118, -0.003, -0.110

Entry 7:
Below is a 2-piece molecular cluster, C4H5NS overall at a distorted geometry, with properties calculated with ωB97M-V/def2-TZVPD.

The calculation puts the HOMO-LUMO gap at 10.14 eV. The HOMO energy is -9.47 eV.

Element x y z (Å)
1 S -0.703 -0.012 -3.592
2 N -0.413 1.701 -1.500
3 C -0.654 -0.915 1.470
4 C -0.483 0.776 -2.264
5 C 1.717 -0.365 0.494
6 C 0.636 -0.604 0.892
7 H -0.745 -1.864 1.838
8 H -1.475 -0.393 0.850
9 H -0.006 1.867 -0.635
10 H 2.740 -0.063 0.119
11 H -0.612 -0.129 2.327

Atom charges from the Löwdin analysis, given in e for atoms 1 to 6: 0.695, 0.135, -0.100, -0.889, 0.064, -0.271

Entry 8:
Below is a 9-piece molecular cluster, BrH16O8 overall at a distorted geometry, with properties calculated with ωB97M-V/def2-TZVPD.

The calculation puts the HOMO-LUMO gap at 9.41 eV. The HOMO energy is -6.22 eV. The net charge is -1.

Element x y z (Å)
1 Br 0.249 0.054 0.215
2 O -2.712 1.156 2.186
3 O 1.474 -2.469 1.531
4 O -2.301 -1.002 -2.216
5 O 3.452 -0.189 -0.812
6 O 0.456 -0.530 -3.374
7 O -0.986 2.953 -0.048
8 O -2.693 -1.739 1.272
9 O 2.310 2.285 1.564
10 H -1.863 -0.548 -1.502
11 H -2.958 1.892 1.713
12 H 1.832 1.593 1.267
13 H 1.159 -1.747 1.166
14 H 2.695 -0.379 -0.307
15 H -2.951 -2.635 0.865
16 H -0.905 1.916 -0.252
17 H -1.866 -0.465 -2.874
18 H -1.736 -1.603 1.208
19 H 0.510 -0.929 -2.386
20 H 0.763 -1.315 -3.683
21 H -0.335 3.535 -0.420
22 H 2.399 -2.675 1.367
23 H -2.377 0.511 1.580
24 H 4.001 0.403 -0.485
25 H 2.382 1.928 2.425

Atom charges from the Löwdin analysis, given in e for atoms 1 to 6: 0.294, -0.034, -0.064, -0.082, -0.012, -0.093

Relative energy (zero: lowest compared OMol25 entry of this formula, charge and spin) (computed, kJ/mol): 276.3 427.2 0.0 251.6 0.0 37.1 265.3 249.2